# 1
DFT (wB97M-V/def2-TZVPD) results for a structure of composition C4H13NO3 at a distorted geometry.

Computed properties:
LUMO level: -3.81 eV
Highest occupied orbital energy: -0.3184 Ha
Gap between HOMO and LUMO: 4.854 eV
E_tot: -11980.0814 eV

Positions of all 21 atoms, in Å:
O1 -1.17440 -0.32762 0.30859
C1 -0.47332 0.88708 0.04667
C2 0.96338 1.08021 0.62622
C3 0.54243 1.08900 -1.10384
C4 1.34734 -0.03170 -1.69349
N1 0.83299 2.27244 1.47263
H1 -1.07855 1.80372 0.15362
H2 1.39081 0.09636 0.83391
H3 0.38209 1.99257 -1.68753
H4 2.44306 1.90358 -0.75603
H5 2.16069 0.16294 -2.37007
H6 0.63991 -0.66369 -2.32813
H7 1.73700 -0.80615 -0.89736
H8 1.40736 2.32040 2.27563
H9 1.62644 2.23573 0.49752
H10 -1.13742 -2.14308 -2.09189
H11 -1.36431 -1.02418 -0.70719
O2 -1.87458 -1.85345 -1.54307
H12 -0.64492 -1.44500 1.50596
H13 -0.97744 -2.92640 2.01485
O3 -0.28784 -2.26412 1.98384

Here are the Mulliken charges for atoms 1 to 6, given in e: number 1, O, carries -0.59; number 2, C, carries 0.25; number 3, C, carries -0.35; number 4, C, carries -0.42; number 5, C, carries -0.83; number 6, N, carries -0.68

# 2
DFT (wB97M-V/def2-TZVPD) results for a cluster of 3 separate species, C4H13NO3 in total at a distorted geometry.

Computed properties:
⟨S²⟩: 0.755
LUMO level (spin up / spin down): -3.40 / -8.58 eV
Net charge: +1
Highest occupied orbital energy (spin up / spin down): -0.5099 / -0.5098 Ha
Gap between HOMO and LUMO (spin up / spin down): 10.473 / 5.289 eV
E_tot: -11981.8458 eV
Spin multiplicity: 2

Positions of all 21 atoms, in Å:
O1 -0.56252 -0.24348 -1.76246
C1 -0.17854 0.88944 -1.80177
C2 -0.13924 1.70341 -0.50382
C3 0.98691 1.05711 0.31212
C4 0.92531 1.32709 1.88829
N1 0.33049 0.17324 2.48277
H1 -0.11917 1.48486 -2.72934
H2 -0.04673 2.76902 -0.65520
H3 -1.06830 1.36836 -0.01398
H4 1.91952 1.49269 -0.07130
H5 0.90734 -0.01997 0.15140
H6 1.90119 1.51980 2.32295
H7 0.19111 2.13504 2.04037
H8 -0.44444 -0.20165 1.91756
H9 0.96781 -0.59436 2.72215
H10 -0.53828 -2.06640 -2.87948
H11 -0.14854 -3.04164 -1.73179
O2 -0.83057 -2.83830 -2.38259
H12 -1.87212 -2.83622 0.42627
H13 -1.07620 -1.80505 -0.29345
O3 -1.10506 -2.27297 0.56129

Here are the Mulliken charges for atoms 1 to 6, given in e: number 1, O, carries -0.42; number 2, C, carries -0.22; number 3, C, carries -0.37; number 4, C, carries -0.76; number 5, C, carries -0.43; number 6, N, carries -0.11

# 3
DFT (wB97M-V/def2-TZVPD) results for a cluster of 3 separate species, C4H13NO5 in total at a distorted geometry.

Computed properties:
LUMO level: 0.52 eV
Highest occupied orbital energy: -0.3630 Ha
Gap between HOMO and LUMO: 10.399 eV
E_tot: -16085.5374 eV

Positions of all 23 atoms, in Å:
N1 0.30313 -1.65622 -0.06882
C1 -0.37513 -0.48406 0.52267
C2 -0.83412 -0.97750 1.96522
O1 -2.08192 -0.45016 2.33680
C3 -1.56786 0.14444 -0.15674
C4 -1.10423 0.78435 -1.40165
O2 -1.05143 1.97461 -1.66475
O3 -0.40472 -0.03898 -2.22770
H1 0.31177 -1.40125 -1.03120
H2 -0.06928 -2.56612 0.00560
H3 0.52080 0.15057 0.58100
H4 -0.89564 -2.05460 1.92210
H5 -0.04836 -0.62307 2.64707
H6 -2.75534 -1.09191 2.12479
H7 -2.33522 -0.57561 -0.28770
H8 -1.87006 1.02061 0.40984
H9 0.08581 0.37094 -3.08680
O4 2.49768 1.51608 -0.53061
H10 2.89478 1.07599 0.23127
H11 2.43203 2.51170 -0.35053
O5 3.17774 -0.54115 0.93263
H12 2.32777 -0.87642 0.89181
H13 3.46819 -0.83391 0.07647

Here are the Mulliken charges for atoms 1 to 6, given in e: number 1, N, carries -0.63; number 2, C, carries 0.54; number 3, C, carries -0.76; number 4, O, carries -0.54; number 5, C, carries -0.49; number 6, C, carries 0.51

# 4
DFT (wB97M-V/def2-TZVPD) results for an isolated molecule of C4H13NOP2 at a distorted geometry.

Computed properties:
LUMO level: 0.41 eV
Highest occupied orbital energy: -0.2469 Ha
Gap between HOMO and LUMO: 7.128 eV
E_tot: -26471.6332 eV

Positions of all 21 atoms, in Å:
C1 0.05493 0.40667 -2.84232
C2 0.32827 -0.18386 -1.54476
C3 -0.00394 0.84655 -0.32404
N1 0.67047 0.42201 0.94670
P1 0.17263 -0.95890 1.74530
C4 -1.00817 -0.21986 2.97053
P2 2.18463 -2.07653 1.57463
O1 2.17540 -3.21922 2.82613
H1 0.81173 1.28092 -3.07280
H2 0.24122 -0.37707 -3.51656
H3 -1.01538 0.72240 -2.95495
H4 1.45878 -0.50761 -1.34064
H5 -0.34419 -1.03282 -1.36640
H6 0.20758 1.82837 -0.63782
H7 -1.03539 0.90781 0.04392
H8 1.71759 0.42739 0.90643
H9 -0.85702 -1.37982 0.80607
H10 -1.05043 -0.79651 3.85249
H11 -1.93834 -0.25958 2.50599
H12 -0.80175 0.78584 3.27303
H13 1.77488 -4.04651 2.89049

Here are the Mulliken charges for atoms 1 to 6, given in e: number 1, C, carries -1.29; number 2, C, carries 0.15; number 3, C, carries -0.94; number 4, N, carries -0.42; number 5, P, carries 0.20; number 6, C, carries -1.10

# 5
DFT (wB97M-V/def2-TZVPD) results for a cluster of 2 separate species, C4H13NOS in total at a distorted geometry.

Computed properties:
LUMO level: 0.60 eV
Highest occupied orbital energy: -0.3276 Ha
Gap between HOMO and LUMO: 9.511 eV
E_tot: -18731.3788 eV

Positions of all 20 atoms, in Å:
N1 -2.76228 -0.66083 0.06772
C1 -1.53977 0.09511 0.33578
C2 -0.48577 -0.81829 0.97352
C3 0.58574 -1.30146 -0.05659
C4 1.59467 -0.22997 -0.42896
S1 2.82173 0.17777 0.85712
H1 -2.59913 -1.44253 -0.54885
H2 -3.51182 -0.09631 -0.31094
H3 -1.09819 0.56466 -0.54304
H4 -1.78990 0.84506 1.06893
H5 -0.02066 -0.40377 1.85946
H6 -0.88101 -1.75980 1.37738
H7 0.02272 -1.56611 -0.95972
H8 1.05431 -2.17246 0.37372
H9 1.14963 0.76119 -0.56594
H10 2.09586 -0.47798 -1.36772
H11 3.44100 -1.00803 0.94445
O1 0.67251 2.82242 -1.22951
H12 -0.01652 3.49126 -1.30571
H13 1.26687 3.18008 -0.54109

Here are the Mulliken charges for atoms 1 to 6, given in e: number 1, N, carries -0.60; number 2, C, carries -0.42; number 3, C, carries -0.78; number 4, C, carries -0.58; number 5, C, carries 0.06; number 6, S, carries -0.24

# 6
DFT (wB97M-V/def2-TZVPD) results for a cluster of 2 separate species, C4H13NOS in total at a distorted geometry.

Computed properties:
⟨S²⟩: 0.753
LUMO level (spin up / spin down): -3.62 / -8.89 eV
Net charge: +1
Highest occupied orbital energy (spin up / spin down): -0.4700 / -0.4699 Ha
Gap between HOMO and LUMO (spin up / spin down): 9.172 / 3.898 eV
E_tot: -18722.2816 eV
Spin multiplicity: 2

Positions of all 20 atoms, in Å:
C1 -0.86575 1.07216 -0.13642
C2 -1.77756 0.41432 -1.12225
S1 -3.14549 -0.38563 -0.27456
C3 -0.10604 0.24308 0.90487
N1 0.39653 -0.95548 0.18852
C4 1.03771 -1.85946 1.14628
H1 -1.45891 1.77089 0.46219
H2 -0.17069 1.73886 -0.65248
H3 -2.27305 1.14898 -1.76979
H4 -1.37097 -0.25165 -1.89214
H5 -2.43183 -1.40981 0.27169
H6 -0.83023 -0.13836 1.63139
H7 0.72429 0.78154 1.35868
H8 1.08066 -0.64277 -0.48502
H9 1.68650 -1.33358 1.85264
H10 0.26726 -2.37695 1.72811
H11 1.58692 -2.66343 0.65672
H12 3.29533 1.53144 -1.35376
H13 1.89094 1.84533 -1.59740
O1 2.46439 1.47050 -0.91727

Here are the Mulliken charges for atoms 1 to 6, given in e: number 1, C, carries -0.63; number 2, C, carries -0.51; number 3, S, carries 0.26; number 4, C, carries -0.79; number 5, N, carries -0.29; number 6, C, carries -0.95